Molecular formula: C5H12OS2
Method: DFT, the ωB97M-V functional and the def2-TZVPD basis

Summary:
ΔE to the lowest compared entry with this formula, charge and spin, kcal per mole: 33.0
Strongest force on any atom, eV/Å: 1.7
Total energy, eV: -29096.25364
HOMO-LUMO gap, eV: 9.404
M, g mol⁻¹: 152.3
Highest occupied orbital energy, eV: -9.057

Geometry as XYZ:
```
20
Properties=species:S:1:pos:R:3:nbo_charge:R:1
C 2.749 -2.811 1.023 -0.40
C 2.053 -2.333 -0.038 -0.20
C 1.462 -0.885 -0.052 -0.11
O 1.092 -0.528 -1.416 -0.75
H 2.968 -3.879 1.068 0.20
H 3.046 -2.194 1.872 0.20
H 1.673 -3.038 -0.823 0.21
H 0.506 -0.821 0.555 0.18
H 2.210 -0.155 0.337 0.18
H 0.746 0.404 -1.411 0.49
C -1.617 3.051 0.414 -0.62
C -2.238 1.662 0.214 -0.51
S -1.892 1.105 -1.503 0.05
S -2.278 -1.010 -1.434 -0.16
H -1.741 3.696 -0.477 0.22
H -0.531 2.858 0.565 0.21
H -2.090 3.501 1.310 0.22
H -3.308 1.686 0.315 0.21
H -1.865 0.955 0.960 0.22
H -0.946 -1.265 -1.480 0.17
```

***

Molecular formula: C8H24ClO8Zr
Method: DFT, the ωB97M-V functional and the def2-TZVPD basis

Summary:
ΔE to the lowest compared entry with this formula, charge and spin, kcal per mole: 21.1
Charge: +3
Strongest force on any atom, eV/Å: 6.2
Total energy, eV: -38825.20489
HOMO-LUMO gap, eV: 1.602
M, g mol⁻¹: 374.9
Highest occupied orbital energy, eV: -16.877

Geometry as XYZ:
```
42
Properties=species:S:1:pos:R:3:nbo_charge:R:1
Zr -22.551 -11.518 -26.953 2.64
Cl -19.210 -10.536 -28.445 2.55
O -18.031 -10.119 -27.801 -0.69
O -19.825 -9.442 -29.151 -0.82
O -19.015 -11.630 -29.344 -0.77
O -20.237 -10.915 -27.447 -0.96
C -19.991 -9.405 -24.327 -0.65
C -21.408 -9.985 -24.137 -0.10
O -21.415 -11.170 -25.046 -0.85
H -19.187 -10.142 -24.368 0.24
H -19.743 -8.797 -23.455 0.28
H -20.004 -8.773 -25.212 0.23
H -22.133 -9.221 -24.418 0.22
H -21.533 -10.228 -23.082 0.26
H -20.690 -11.737 -24.719 0.57
C -20.461 -14.840 -29.257 -0.67
C -21.512 -13.764 -29.396 -0.06
O -22.129 -13.464 -28.047 -0.85
H -20.893 -15.748 -28.823 0.23
H -19.648 -14.639 -28.558 0.25
H -20.045 -15.058 -30.240 0.29
H -22.349 -14.091 -30.010 0.22
H -21.055 -12.826 -29.693 0.22
H -22.391 -14.355 -27.743 0.55
C -22.241 -10.081 -31.428 -0.67
C -23.171 -10.809 -30.440 -0.07
O -22.455 -10.816 -29.133 -0.88
H -21.799 -9.145 -31.093 0.25
H -22.690 -9.943 -32.410 0.29
H -21.466 -10.837 -31.599 0.23
H -23.399 -11.830 -30.728 0.22
H -24.052 -10.187 -30.284 0.22
H -21.586 -10.406 -29.369 0.57
C -18.976 -5.847 -30.339 -0.64
C -17.578 -5.250 -30.266 -0.08
O -17.746 -3.857 -30.253 -0.49
H -18.993 -6.894 -30.027 0.21
H -19.375 -5.778 -31.350 0.25
H -19.599 -5.372 -29.581 0.24
H -16.964 -5.480 -31.155 0.25
H -16.995 -5.597 -29.394 0.24
H -16.890 -3.394 -30.293 0.51
```

***

Molecular formula: C3H6S
Method: DFT, the ωB97M-V functional and the def2-TZVPD basis

Summary:
ΔE to the lowest compared entry with this formula, charge and spin, kcal per mole: 83.3
Strongest force on any atom, eV/Å: 0.8
Total energy, eV: -14039.25339
HOMO-LUMO gap (spin up / spin down), eV: 8.912 / 6.204
M, g mol⁻¹: 74.1
Highest occupied orbital energy (spin up / spin down), eV: -8.783 / -8.485

Geometry as XYZ:
```
10
Properties=species:S:1:pos:R:3:nbo_charge:R:1
C 2.959 0.333 0.301 -0.43
C 1.981 -0.216 -0.423 -0.43
C -3.567 -0.044 0.062 -0.49
S 0.402 -0.546 0.159 0.22
H 3.930 0.510 -0.127 0.21
H 2.813 0.613 1.330 0.20
H 2.135 -0.495 -1.456 0.23
H -3.020 0.021 0.977 0.16
H -4.061 -0.954 -0.200 0.16
H -3.572 0.777 -0.622 0.16
```

***

Repeat the third record exactly.
Molecular formula: C3H6S
Method: DFT, the ωB97M-V functional and the def2-TZVPD basis

Summary:
ΔE to the lowest compared entry with this formula, charge and spin, kcal per mole: 83.3
Strongest force on any atom, eV/Å: 0.8
Total energy, eV: -14039.25339
HOMO-LUMO gap (spin up / spin down), eV: 8.912 / 6.204
M, g mol⁻¹: 74.1
Highest occupied orbital energy (spin up / spin down), eV: -8.783 / -8.485

Geometry as XYZ:
```
10
Properties=species:S:1:pos:R:3:nbo_charge:R:1
C 2.959 0.333 0.301 -0.43
C 1.981 -0.216 -0.423 -0.43
C -3.567 -0.044 0.062 -0.49
S 0.402 -0.546 0.159 0.22
H 3.930 0.510 -0.127 0.21
H 2.813 0.613 1.330 0.20
H 2.135 -0.495 -1.456 0.23
H -3.020 0.021 0.977 0.16
H -4.061 -0.954 -0.200 0.16
H -3.572 0.777 -0.622 0.16
```